The molecule C17H25F3N4O3. Source: OMol25; level of theory: ωB97M-V/def2-TZVPD.

- Multiplicity: 1
- Structure (SMILES): CCCNC(=O)[C@H](c1n[nH]cc1C)N1CC[C@@H](C(F)(F)F)C[C@H]1C(=O)OC
- Frontier orbital gap: 9.34 eV
- ΔE to the lowest compared entry with this formula, charge and spin: 0.524 eV
- Calculated total energy: -38291.437 eV
- Highest occupied orbital energy: -8.67 eV

Atoms and positions in Å:
1 F 1.358 1.546 4.870
2 F 0.521 -0.368 5.432
3 F 2.466 -0.273 4.488
4 O -1.745 -0.062 -2.697
5 O 2.734 1.743 -0.030
6 O 1.012 1.851 -1.450
7 N -0.959 -4.157 -1.660
8 N 0.313 -0.529 0.324
9 N -1.322 -2.927 -1.282
10 N -2.323 0.409 -0.557
11 C 3.529 2.376 -1.046
12 C -0.327 -1.337 1.359
13 C -0.213 -2.210 -1.378
14 C 0.572 0.152 3.126
15 C 1.230 0.263 4.475
16 C 1.368 0.889 2.061
17 C 2.281 -2.518 -2.053
18 C 0.883 -2.988 -1.812
19 C 0.350 -4.241 -1.987
20 C -2.470 3.216 -1.708
21 C 0.640 0.842 0.723
22 C -1.499 -0.099 -1.508
23 C 1.457 1.527 -0.378
24 C 0.404 -1.294 2.688
25 C -0.181 -0.746 -1.044
26 C -3.478 2.600 -0.746
27 C -3.568 1.083 -0.883
28 H 3.110 3.345 -1.306
29 H -1.650 -4.885 -1.695
30 H -3.804 0.810 -1.911
31 H -0.347 -2.362 0.996
32 H -0.416 0.615 3.244
33 H -0.264 1.477 0.802
34 H 0.791 -5.165 -2.323
35 H 1.528 1.933 2.332
36 H -2.725 2.974 -2.741
37 H -3.219 2.855 0.288
38 H -4.358 0.688 -0.241
39 H -4.472 3.018 -0.925
40 H 2.375 -2.017 -3.019
41 H 0.539 -0.297 -1.723
42 H -1.463 2.836 -1.533
43 H 3.566 1.755 -1.939
44 H 2.982 -3.353 -2.040
45 H 2.587 -1.812 -1.280
46 H 4.517 2.485 -0.610
47 H -1.383 -1.069 1.536
48 H 2.346 0.419 1.962
49 H -2.064 0.320 0.408
50 H -0.157 -1.875 3.420
51 H -2.445 4.302 -1.606
52 H 1.393 -1.747 2.579

Need the Mulliken charges? In units of e they are: -0.28, -0.28, -0.28, -0.70, -0.35, -0.60, -0.07, 0.41, -0.57, 0.11, -0.74, -0.53, -0.43, 0.48, 0.60, -1.45, -1.26, 0.24, -0.89, -0.90, 1.38, -0.25, -0.48, -1.33, 1.24, -0.38, -0.98, 0.31, 0.17, 0.42, 0.42, 0.25, 0.29, 0.51, 0.44, 0.30, 0.28, 0.39, 0.37, 0.25, 0.68, 0.04, 0.31, 0.41, 0.23, 0.25, 0.38, 0.35, 0.03, 0.39, 0.39, 0.43